# 1
Here is a molecular structure, C27H44LaN3P3Se from the Open Molecules 2025 dataset. Energies are from ωB97M-V with the def2-TZVPD basis set.

CARTESIAN COORDINATES (ANGSTROEM)
La 0.4763 0.0780 -0.3597
P -1.9642 -0.6935 1.5710
P 1.3784 -2.6281 -1.0883
P -1.9102 -0.7907 -2.0877
H 0.9227 2.5181 -1.7126
C -0.1747 2.3591 -1.7232
C -0.9051 2.5154 -0.5758
H -0.4320 2.8437 0.3611
C -1.9573 -0.3518 3.3736
C -2.1876 -2.5183 1.6784
C -3.6879 -0.1727 1.2529
C 2.2089 -2.3832 -2.7088
C 2.7134 -3.4374 -0.1558
C 0.2374 -4.0137 -1.4591
C -3.1932 0.4753 -2.4464
C -3.0014 -2.2617 -1.8979
C -1.2982 -1.0863 -3.7924
H -0.6300 2.1622 -2.7041
H -1.9965 2.5017 -0.5596
H -1.8521 0.7209 3.5639
H -1.1381 -0.8728 3.8808
H -2.9090 -0.6714 3.8167
H -1.2064 -2.9655 1.8783
H -2.5803 -2.9307 0.7431
H -2.8691 -2.7830 2.4981
H -3.7056 0.9123 1.1172
H -4.3473 -0.4110 2.0955
H -4.1138 -0.6294 0.3576
H 2.7399 -3.3206 -2.9320
H 2.9393 -1.5561 -2.6570
H 1.4786 -2.1683 -3.5074
H 3.1948 -4.1596 -0.8299
H 2.2868 -3.9454 0.7217
H 3.4562 -2.6909 0.1647
H 0.8613 -4.9058 -1.6231
H -0.3555 -3.8037 -2.3651
H -0.4272 -4.1817 -0.5937
H -3.8077 0.1628 -3.3060
H -2.7131 1.4347 -2.6734
H -3.8464 0.6162 -1.5746
H -3.5846 -2.4278 -2.8185
H -3.7032 -2.1267 -1.0643
H -2.3997 -3.1591 -1.7008
H -2.1473 -1.0886 -4.4899
H -0.7807 -2.0509 -3.8531
H -0.5868 -0.3020 -4.0868
C 2.1169 2.3374 -5.5328
C 1.5361 3.4252 -4.8660
C 1.4078 4.6684 -5.4838
C 1.8907 4.8619 -6.7860
C 2.5171 3.7996 -7.4548
C 2.6361 2.5459 -6.8380
Se 2.0431 0.6406 -4.6161
H 2.1415 1.0031 -3.1122
H 1.1697 3.2762 -3.8512
H 0.9294 5.4856 -4.9409
H 1.7778 5.8367 -7.2658
H 2.9100 3.9665 -8.4623
H 3.1262 1.7298 -7.3687
N -0.8218 0.6872 10.4280
C -0.3418 0.7573 9.3623
C 0.2561 0.8112 8.0476
C -0.2271 1.7071 7.0853
C 0.2662 1.6867 5.7744
C 1.2522 0.7465 5.4402
C 1.8396 -0.0661 6.4201
C 1.3280 -0.0336 7.7220
N 1.5579 0.5196 4.0814
C 2.4087 -0.4745 3.5671
C 2.2534 -0.4738 2.2118
N 1.2996 0.5062 1.8596
C 0.9296 1.0901 3.0256
H -1.0003 2.4198 7.3731
H -0.1358 2.3841 5.0326
H 2.6661 -0.7351 6.1709
H 1.7467 -0.6933 8.4768
H 3.0020 -1.1203 4.1956
H 2.7841 -1.0303 1.4572
H 0.2525 1.9225 3.1196

## Properties
Maximum force (eV Å⁻¹): 2.73
Total charge: +3
LUMO (eV): -10.231

Atom charges from the Mulliken analysis, given in e for atoms 1 to 6:
1 La 1.47
2 P 0.67
3 P 0.67
4 P 0.57
5 H 0.82
6 C -0.95



# 2
Here is 10 unconnected molecules or ions with the total composition C27H44N11O from the Open Molecules 2025 dataset. Energies are from ωB97M-V with the def2-TZVPD basis set.

CARTESIAN COORDINATES (ANGSTROEM)
C -5.4765 -2.9159 1.4852
C -4.7252 -4.3150 1.0520
C -3.5618 -4.0689 -0.1244
C -4.1870 -5.2231 2.3060
C -5.5284 -5.6161 3.2226
C -3.1612 -4.4420 3.3320
O -1.9004 -4.0031 2.7362
C -1.7851 -2.5579 2.5764
C -2.4665 -1.2533 3.2786
N -1.8438 -0.0243 2.6325
C -0.7985 -0.5052 1.6155
N -0.7738 -2.0262 1.5629
H -5.2700 -2.5739 2.5877
H -6.6451 -3.0619 1.2956
H -5.1560 -2.0467 0.7349
H -5.5594 -4.9708 0.5046
H -3.3967 -2.9089 -0.2692
H -3.9949 -4.4742 -1.1583
H -2.5818 -4.6708 0.0980
H -3.7076 -6.2231 1.9314
H -5.4190 -6.7175 3.6090
H -6.5326 -5.4509 2.6308
H -5.5383 -4.9204 4.1907
H -2.8757 -5.2442 4.1697
H -3.7864 -3.6220 3.8809
H -3.2962 -1.3420 4.1228
H -2.1380 0.9419 2.8955
H -0.1261 0.2248 0.9814
H -0.1284 -2.5992 0.9458
C -8.4989 -0.5269 3.1279
C -7.8756 -1.8011 3.5231
N -7.3831 -2.8078 3.8354
H -8.5612 0.1712 3.9694
H -7.9317 -0.0279 2.3350
H -9.5175 -0.6739 2.7534
C 3.5973 0.5017 -0.3655
C 2.1750 0.8827 -0.3641
N 1.0512 1.1838 -0.3630
H 3.8956 0.0484 0.5858
H 3.8207 -0.2248 -1.1540
H 4.2479 1.3673 -0.5294
C 3.6113 5.1264 -0.2779
C 3.9524 4.1569 -1.3324
N 4.2218 3.3909 -2.1656
H 2.9641 5.9247 -0.6563
H 3.0836 4.6495 0.5547
H 4.5053 5.6041 0.1369
C 5.0347 9.1993 -1.1638
C 5.6580 7.9251 -0.7686
N 6.1505 6.9184 -0.4563
H 4.9724 9.8974 -0.3222
H 5.6019 9.6983 -1.9566
H 4.0161 9.0523 -1.5383
C -5.3206 -7.6066 -1.8818
C -5.6338 -6.2026 -2.1963
N -5.8812 -5.0934 -2.4448
H -5.5157 -8.2655 -2.7346
H -4.2680 -7.7348 -1.6082
H -5.9201 -7.9768 -1.0433
C 2.7023 2.5557 -5.2868
C 2.3407 3.0896 -6.6106
N 2.0550 3.5116 -7.6565
H 1.8256 2.4542 -4.6383
H 3.1649 1.5659 -5.3625
H 3.4144 3.2067 -4.7687
C 6.4848 -0.6488 -2.8161
C 5.2756 -0.2449 -3.5530
N 4.3203 0.0742 -4.1352
H 6.2383 -1.2354 -1.9247
H 7.1488 -1.2626 -3.4338
H 7.0639 0.2188 -2.4823
C 3.4265 0.5237 4.1369
C 4.1374 1.6834 3.5733
N 4.6992 2.5997 3.1279
H 2.5879 0.8319 4.7704
H 3.0185 -0.1214 3.3516
H 4.0870 -0.0954 4.7533
C 6.4550 6.3870 -4.2518
C 6.1431 7.8242 -4.1802
N 5.8967 8.9598 -4.1237
H 5.5822 5.7981 -4.5532
H 7.2500 6.1812 -4.9763
H 6.7900 5.9970 -3.2847

## Properties
Maximum force (eV Å⁻¹): 7.01
Total charge: +1
LUMO (eV): -3.802

Atom charges from the Mulliken analysis, given in e for atoms 1 to 6:
1 C -0.83
2 C 0.36
3 C -1.00
4 C 0.18
5 C -1.10
6 C -0.64



# 3
Here is 7 unconnected molecules or ions with the total composition C27H44N2O15 from the Open Molecules 2025 dataset. Energies are from ωB97M-V with the def2-TZVPD basis set.

CARTESIAN COORDINATES (ANGSTROEM)
C -6.1233 1.0398 1.0531
C -5.5665 -0.0503 1.7839
C -4.5493 -0.9097 1.0637
O -3.4549 -0.7784 1.9705
C -3.8294 -0.2048 3.0848
O -3.0629 0.0617 4.0697
O -4.9369 0.2954 2.9982
H -6.7910 1.7010 1.5037
H -6.7684 0.7435 0.2612
H -5.4128 1.7001 0.5972
H -6.4117 -0.5696 1.9676
H -4.2330 -0.4116 0.1004
H -4.6888 -1.9655 0.7943
C -1.0069 -2.9412 2.8005
C 0.1014 -2.4210 3.7702
C 1.3124 -1.9212 3.0161
O 1.4299 -0.4934 3.4649
C 0.4310 -0.2337 4.2938
O -0.0094 0.8622 4.7119
O -0.2971 -1.3088 4.4663
H -0.6129 -3.6341 2.0379
H -1.3826 -2.1087 2.2177
H -1.8065 -3.4802 3.2891
H 0.4832 -3.2842 4.3530
H 1.1429 -1.8750 2.0045
H 2.1814 -2.4994 3.2847
C 0.7234 1.2862 0.9525
C -0.6981 1.0612 1.4687
C -1.1473 2.3899 2.0525
O -2.1187 2.7511 1.1291
C -2.3809 1.8373 0.2421
O -3.1953 1.9407 -0.6544
O -1.5896 0.7721 0.3687
H 1.4217 1.3766 1.7921
H 0.7449 2.1726 0.3757
H 1.0609 0.4164 0.4563
H -0.8441 0.1956 2.2009
H -0.4165 3.1891 2.0568
H -1.6506 2.3039 2.9219
C -2.6372 2.9612 -3.7703
C -2.9526 1.4265 -3.8376
C -4.2248 0.6942 -3.2281
O -4.7594 -0.1613 -4.2358
C -4.2123 0.2390 -5.3927
O -4.4625 -0.2110 -6.5415
O -3.2553 1.1673 -5.1975
H -1.5833 3.1291 -3.9405
H -2.8253 3.4670 -2.8325
H -3.1378 3.5378 -4.5496
H -2.1597 0.7070 -3.5480
H -4.9666 1.4269 -2.9916
H -4.0001 0.1281 -2.3213
C 0.5933 0.6041 -2.6570
O 0.3662 0.5448 -4.0525
C 1.1481 -0.1264 -4.9223
O 2.2717 -0.8146 -4.4724
O 0.8442 -0.0592 -6.1471
C 1.6534 -0.5834 -7.0739
H 1.6572 0.5622 -2.3610
H 0.0022 -0.0443 -1.9499
H 0.1618 1.5366 -2.2532
H 1.2699 -0.4673 -8.0572
H 1.6421 -1.6710 -7.1583
H 2.7001 -0.1323 -7.1486
C 3.7322 1.0963 2.0219
C 4.9045 0.3589 2.5564
C 5.9435 1.2382 3.2561
C 5.7133 1.4060 4.7384
N 5.4742 1.4924 5.8256
H 3.3039 0.3949 1.2960
H 3.9931 1.9452 1.2571
H 3.0932 1.6030 2.8350
H 5.4646 -0.2015 1.7530
H 4.6710 -0.4258 3.1962
H 5.8112 2.2425 2.7844
H 7.0033 0.9679 3.1058
C 3.4127 -3.1586 0.8200
C 3.8923 -2.9545 -0.5971
C 3.6524 -1.5090 -1.1105
C 4.7654 -0.4566 -1.0210
N 5.6320 0.2492 -0.9620
H 3.8878 -4.1248 1.0797
H 2.3877 -3.2218 0.7826
H 3.6977 -2.3307 1.4947
H 3.1936 -3.5650 -1.1988
H 4.9183 -3.2644 -0.7085
H 2.7184 -1.1178 -0.7249
H 3.5524 -1.5307 -2.1617

## Properties
SMILES string: C[C@H]1COC(=O)O1.C[C@H]1COC(=O)O1.C[C@H]1COC(=O)O1.C[C@H]1COC(=O)O1.COC(=O)OC.CCCC#N.CCCC#N
Maximum force (eV Å⁻¹): 10.35
Relative energy (zero: lowest compared OMol25 entry of this formula, charge and spin) (eV): 3.004
LUMO (eV): 0.059

Atom charges from the Mulliken analysis, given in e for atoms 1 to 6:
1 C -1.63
2 C 0.50
3 C 0.55
4 O -0.19
5 C 0.66
6 O -0.64



# 4
Here is 7 unconnected molecules or ions with the total composition C27H45B3ClO16P from the Open Molecules 2025 dataset. Energies are from ωB97M-V with the def2-TZVPD basis set.

CARTESIAN COORDINATES (ANGSTROEM)
C 6.0685 1.7056 3.0940
C 5.1006 2.1722 1.8330
B 3.6137 1.4244 1.8509
O 2.5336 1.7721 2.7948
B 1.2868 1.0301 2.5240
C -0.1650 1.6386 3.1041
O 1.1824 -0.2675 1.8046
B 2.6069 -0.6746 1.6179
P 3.4094 -2.2713 2.3040
O 2.9216 -2.3493 3.9749
Cl 5.4958 -1.8799 2.3422
O 3.4492 0.3105 0.8509
H 6.1785 2.5857 3.8929
H 7.1674 1.5709 2.6502
H 5.7406 0.7008 3.5997
H 5.6865 1.8621 0.8508
H 4.9664 3.3490 1.9331
H -0.7918 2.1702 2.2427
H -0.7770 0.7232 3.5567
H 0.0426 2.4178 3.9528
H 3.6097 -1.8224 4.5031
O -3.5100 -0.9158 0.6491
C -2.8608 -1.9227 0.4192
O -3.4057 -3.1472 0.1587
C -2.3596 -4.1110 0.0465
C -1.1228 -3.3186 -0.2874
C -1.3648 -2.0125 0.4261
H -2.2689 -4.6408 1.0006
H -2.6058 -4.8328 -0.7377
H -0.1978 -3.8171 0.0141
H -1.0756 -3.1429 -1.3690
H -1.0133 -2.0431 1.4611
H -0.9169 -1.1732 -0.1109
O 7.4853 1.6855 -3.1583
C 6.7383 0.8184 -2.7362
O 6.0943 0.8756 -1.5336
C 5.3962 -0.3499 -1.3174
C 5.2024 -0.9443 -2.6879
C 6.4291 -0.4746 -3.4281
H 6.0050 -0.9891 -0.6694
H 4.4423 -0.1483 -0.8215
H 5.0895 -2.0316 -2.6735
H 4.3062 -0.5172 -3.1541
H 7.2708 -1.1603 -3.2972
H 6.2209 -0.3144 -4.4885
O -8.3319 1.8818 3.2548
C -7.6879 0.9778 2.7486
O -6.8891 1.1228 1.6508
C -6.3793 -0.1545 1.2707
C -6.4697 -1.0041 2.5113
C -7.6901 -0.4506 3.2024
H -6.9930 -0.5463 0.4529
H -5.3478 -0.0507 0.9215
H -6.5360 -2.0739 2.2964
H -5.5856 -0.8391 3.1391
H -8.6079 -0.9341 2.8567
H -7.6014 -0.5191 4.2891
O -8.1534 2.1795 -2.5066
C -8.2090 3.2187 -1.8701
O -8.6913 4.3977 -2.3616
C -8.5049 5.4227 -1.3868
C -8.3808 4.7016 -0.0702
C -7.7218 3.4042 -0.4650
H -7.5999 5.9849 -1.6398
H -9.3607 6.1039 -1.3998
H -7.8202 5.2668 0.6791
H -9.3787 4.4976 0.3366
H -6.6314 3.4875 -0.4728
H -8.0430 2.5798 0.1758
O -4.3405 -4.5999 -2.8624
C -4.5613 -3.4909 -3.3202
O -3.6495 -2.7495 -4.0152
C -4.2086 -1.4686 -4.3023
C -5.7007 -1.6589 -4.2224
C -5.8414 -2.7267 -3.1671
H -3.8405 -0.7525 -3.5600
H -3.8916 -1.1424 -5.2971
H -6.2402 -0.7376 -3.9874
H -6.0782 -2.0373 -5.1802
H -5.8853 -2.3009 -2.1608
H -6.7071 -3.3656 -3.3559
O 9.4858 -1.7072 -1.5669
C 10.0115 -0.9802 -0.7403
O 10.8735 -1.4114 0.2268
C 11.2054 -0.3171 1.0800
C 10.9320 0.9198 0.2650
C 9.7763 0.4937 -0.6045
H 10.5792 -0.3709 1.9767
H 12.2561 -0.3863 1.3766
H 10.7179 1.8000 0.8770
H 11.8004 1.1486 -0.3647
H 8.8140 0.6582 -0.1118
H 9.8029 0.9885 -1.5781

## Properties
SMILES string: CCB1OB(C)OB(P(O)Cl)O1.O=C1CCCO1.O=C1CCCO1.O=C1CCCO1.O=C1CCCO1.O=C1CCCO1.O=C1CCCO1
Maximum force (eV Å⁻¹): 5.11
LUMO (eV): -1.067

Atom charges from the Mulliken analysis, given in e for atoms 1 to 6:
1 C -0.64
2 C 0.08
3 B 0.28
4 O -0.41
5 B 0.15
6 C -0.87



- Which of these has the lowest LUMO?
  C27H44LaN3P3Se